# 1
DFT (ωB97M-V with the def2-TZVPD basis set) results for 10 unconnected molecules or ions with the total composition C55H115N20O5P5.

Last column: Löwdin charge in e.
Positions of all 200 atoms, in Å:
C (18.83, 4.53, 20.45)  -0.10
N (19.33, 3.59, 19.45)  -0.31
C (20.46, 4.11, 18.81)  -0.14
P (18.79, 2.06, 19.19)  0.51
O (19.39, 1.52, 17.95)  -0.29
N (19.08, 1.19, 20.59)  -0.29
C (20.38, 1.34, 21.12)  -0.15
C (18.49, -0.19, 20.62)  -0.09
N (17.10, 2.13, 19.03)  -0.30
C (16.24, 2.40, 20.11)  -0.18
C (16.67, 2.66, 17.73)  -0.09
H (17.85, 4.17, 20.92)  0.09
H (18.72, 5.47, 19.91)  0.07
H (19.56, 4.80, 21.22)  0.06
H (20.23, 5.10, 18.45)  0.07
H (20.81, 3.44, 18.04)  0.08
H (21.34, 4.31, 19.47)  0.09
H (20.61, 2.38, 21.42)  0.08
H (20.62, 0.67, 21.95)  0.08
H (21.15, 1.25, 20.33)  0.09
H (17.48, -0.19, 20.32)  0.05
H (19.00, -0.97, 20.04)  0.08
H (18.51, -0.61, 21.68)  0.10
H (16.58, 2.16, 21.10)  0.08
H (15.94, 3.37, 20.21)  0.00
H (15.26, 1.93, 19.83)  0.11
H (16.54, 3.75, 17.83)  0.07
H (15.68, 2.23, 17.47)  0.09
H (17.51, 2.46, 16.98)  0.09
C (11.82, 8.18, 24.38)  -0.16
N (12.74, 9.24, 24.62)  -0.30
C (14.07, 8.92, 24.13)  -0.12
P (12.18, 10.70, 25.29)  0.59
O (10.75, 10.44, 25.65)  -0.31
N (13.31, 11.09, 26.56)  -0.30
C (13.52, 10.12, 27.64)  -0.10
C (13.60, 12.45, 26.93)  -0.12
N (12.43, 11.95, 24.23)  -0.31
C (13.70, 12.38, 23.64)  -0.12
C (11.28, 12.72, 23.77)  -0.11
H (11.79, 7.39, 25.17)  0.08
H (12.04, 7.64, 23.37)  0.10
H (10.80, 8.54, 24.30)  0.06
H (14.13, 7.83, 24.02)  0.09
H (14.86, 9.15, 24.83)  0.07
H (14.28, 9.41, 23.21)  0.01
H (12.80, 10.34, 28.50)  0.11
H (13.25, 9.16, 27.28)  0.06
H (14.52, 10.14, 27.91)  0.06
H (13.99, 13.07, 26.10)  0.07
H (12.82, 12.90, 27.53)  0.09
H (14.34, 12.39, 27.64)  0.05
H (14.53, 11.84, 24.13)  0.09
H (13.79, 12.22, 22.58)  0.04
H (13.87, 13.47, 23.92)  0.08
H (10.36, 12.21, 24.14)  0.07
H (11.21, 12.71, 22.65)  0.09
H (11.28, 13.76, 24.17)  0.09
C (22.62, 9.31, 21.59)  -0.07
N (22.80, 7.91, 22.14)  -0.26
C (22.00, 7.02, 21.30)  -0.13
P (23.55, 7.67, 23.60)  0.45
O (24.45, 8.82, 23.83)  -0.29
N (22.63, 7.43, 24.90)  -0.31
C (21.55, 6.43, 25.00)  -0.10
C (22.29, 8.58, 25.74)  -0.13
N (24.23, 6.18, 23.37)  -0.28
C (25.08, 5.93, 22.20)  -0.12
C (24.66, 5.20, 24.45)  -0.06
H (22.82, 9.32, 20.47)  0.11
H (23.18, 10.04, 22.15)  0.06
H (21.63, 9.64, 21.73)  0.02
H (22.41, 6.91, 20.28)  0.09
H (20.99, 7.30, 21.20)  0.02
H (21.95, 6.04, 21.74)  0.06
H (20.57, 6.83, 24.79)  0.06
H (21.81, 5.66, 24.25)  0.07
H (21.58, 5.86, 25.92)  0.08
H (22.01, 8.27, 26.80)  0.10
H (23.24, 9.18, 25.81)  0.07
H (21.41, 9.19, 25.33)  0.09
H (26.09, 5.84, 22.56)  0.06
H (24.82, 5.01, 21.64)  0.09
H (25.06, 6.78, 21.47)  0.10
H (24.34, 4.21, 24.16)  0.08
H (24.22, 5.49, 25.37)  0.05
H (25.74, 5.22, 24.52)  0.07
C (18.25, 17.38, 20.69)  -0.09
N (16.84, 17.07, 20.92)  -0.32
C (15.86, 18.05, 20.59)  -0.13
P (16.37, 15.54, 21.45)  0.51
O (17.53, 14.82, 22.03)  -0.29
N (15.14, 15.68, 22.57)  -0.27
C (15.53, 16.47, 23.71)  -0.13
C (13.70, 15.67, 22.26)  -0.09
N (15.62, 14.85, 20.16)  -0.29
C (15.18, 13.44, 20.27)  -0.10
C (15.93, 15.15, 18.77)  -0.09
H (18.87, 16.84, 21.42)  0.05
H (18.34, 18.45, 20.86)  0.07
H (18.57, 17.33, 19.62)  0.09
H (16.06, 18.74, 19.70)  0.11
H (15.75, 18.74, 21.44)  0.08
H (14.92, 17.56, 20.42)  0.06
H (14.87, 17.33, 23.87)  0.09
H (15.56, 15.88, 24.63)  0.08
H (16.57, 16.80, 23.58)  0.07
H (13.02, 15.15, 22.95)  0.06
H (13.33, 16.71, 22.29)  0.08
H (13.60, 15.35, 21.28)  0.04
H (15.93, 12.77, 19.79)  0.07
H (15.01, 13.10, 21.28)  0.06
H (14.24, 13.31, 19.72)  0.08
H (16.53, 16.01, 18.73)  0.05
H (14.99, 15.28, 18.14)  0.11
H (16.46, 14.30, 18.42)  0.04
C (19.79, 15.91, 23.77)  -0.08
N (20.75, 14.88, 23.33)  -0.30
C (21.53, 15.14, 22.22)  -0.17
P (20.80, 13.31, 23.90)  0.57
O (20.49, 12.30, 22.87)  -0.28
N (22.40, 13.13, 24.48)  -0.28
C (22.86, 11.90, 25.08)  -0.11
C (23.22, 14.34, 24.83)  -0.09
N (19.77, 13.24, 25.23)  -0.31
C (18.36, 12.94, 25.17)  -0.11
C (20.21, 13.68, 26.51)  -0.13
H (18.84, 15.91, 23.19)  0.04
H (20.16, 16.94, 23.74)  0.09
H (19.57, 15.72, 24.80)  0.06
H (21.02, 15.11, 21.29)  0.07
H (22.38, 14.52, 22.12)  0.08
H (21.86, 16.18, 22.30)  0.09
H (22.29, 11.12, 24.60)  0.05
H (23.89, 11.76, 24.82)  0.08
H (22.81, 11.95, 26.17)  0.09
H (22.70, 15.26, 24.48)  0.08
H (23.14, 14.51, 25.88)  0.05
H (24.26, 14.28, 24.56)  0.08
H (18.10, 11.97, 25.69)  0.10
H (17.81, 13.77, 25.66)  0.08
H (18.06, 13.02, 24.11)  0.07
H (19.47, 14.33, 26.90)  0.06
H (21.09, 14.24, 26.47)  0.04
H (20.33, 12.83, 27.26)  0.11
C (19.01, 9.81, 19.14)  -0.06
C (19.40, 10.88, 19.93)  -0.08
C (18.98, 12.19, 19.72)  -0.09
N (18.14, 12.43, 18.66)  0.05
C (17.79, 11.37, 17.85)  -0.18
C (18.20, 10.05, 18.00)  -0.07
H (19.40, 8.86, 19.44)  0.09
H (19.98, 10.69, 20.85)  0.08
H (19.28, 12.97, 20.40)  0.10
H (17.04, 11.63, 17.06)  0.11
H (17.78, 9.32, 17.32)  0.08
C (14.24, 7.57, 17.31)  -0.08
C (15.55, 7.32, 17.77)  -0.07
C (15.64, 6.94, 19.04)  -0.15
N (14.55, 6.61, 19.80)  0.08
C (13.32, 6.75, 19.31)  -0.14
C (13.16, 7.27, 18.05)  -0.10
H (14.02, 7.89, 16.28)  0.12
H (16.40, 7.62, 17.18)  0.09
H (16.60, 6.87, 19.59)  0.10
H (12.48, 6.47, 19.85)  0.09
H (12.17, 7.35, 17.60)  0.11
C (12.94, 10.84, 18.76)  -0.03
C (12.21, 10.53, 19.97)  -0.07
C (12.88, 10.21, 21.09)  -0.14
N (14.23, 9.99, 21.09)  0.08
C (14.88, 10.32, 19.99)  -0.19
C (14.33, 10.80, 18.86)  -0.11
H (12.35, 10.93, 17.84)  0.11
H (11.15, 10.63, 19.95)  0.09
H (12.37, 9.98, 22.06)  0.11
H (15.96, 10.14, 20.05)  0.11
H (15.05, 11.00, 18.10)  0.08
C (13.25, 3.84, 24.43)  -0.07
C (14.54, 3.64, 24.94)  -0.06
C (15.66, 3.80, 24.09)  -0.12
N (15.51, 4.14, 22.82)  0.05
C (14.35, 4.29, 22.31)  -0.20
C (13.17, 4.14, 23.05)  -0.06
H (12.33, 3.77, 25.02)  0.10
H (14.69, 3.18, 25.92)  0.10
H (16.66, 3.61, 24.43)  0.10
H (14.24, 4.49, 21.22)  0.09
H (12.31, 4.44, 22.46)  0.10
C (17.40, 9.54, 22.93)  -0.05
C (18.74, 9.55, 23.24)  -0.06
C (19.45, 8.41, 22.99)  -0.18
N (19.00, 7.22, 22.54)  0.09
C (17.68, 7.24, 22.34)  -0.15
C (16.90, 8.38, 22.35)  -0.08
H (16.72, 10.35, 23.10)  0.10
H (19.20, 10.49, 23.47)  0.07
H (20.47, 8.43, 23.23)  0.06
H (17.22, 6.26, 21.98)  0.10
H (15.89, 8.32, 22.05)  0.06

Output
- structure (SMILES) = CN(C)P(=O)(N(C)C)N(C)C.CN(C)P(=O)(N(C)C)N(C)C.CN(C)P(=O)(N(C)C)N(C)C.CN(C)P(=O)(N(C)C)N(C)C.CN(C)P(=O)(N(C)C)N(C)C.c1ccncc1.c1ccncc1.c1ccncc1.c1ccncc1.c1ccncc1

***

# 2
DFT (ωB97M-V with the def2-TZVPD basis set) results for 16 unconnected molecules or ions with the total composition C55H125FO37S11.

Last column: Löwdin charge in e.
Positions of all 229 atoms, in Å:
C (-16.55, 26.92, 35.97)  -0.15
C (-16.76, 28.17, 35.07)  -0.14
C (-15.50, 28.16, 34.26)  -0.21
O (-15.31, 26.75, 33.99)  -0.12
C (-15.82, 25.98, 35.07)  -0.23
H (-17.42, 26.49, 36.47)  0.12
H (-15.78, 27.10, 36.72)  0.10
H (-16.85, 29.07, 35.68)  0.09
H (-17.57, 27.99, 34.37)  0.10
H (-14.70, 28.68, 34.79)  0.10
H (-15.57, 28.81, 33.38)  0.10
H (-15.03, 25.44, 35.60)  0.12
H (-16.53, 25.21, 34.76)  0.12
C (-14.57, 36.57, 34.64)  -0.14
C (-15.09, 35.23, 34.17)  -0.19
C (-16.58, 35.34, 34.11)  -0.18
O (-16.80, 36.35, 35.11)  -0.13
C (-15.63, 36.86, 35.73)  -0.18
H (-14.60, 37.26, 33.80)  0.11
H (-13.53, 36.63, 34.97)  0.11
H (-14.80, 34.54, 34.96)  0.10
H (-14.69, 34.82, 33.25)  0.10
H (-17.06, 34.38, 34.29)  0.10
H (-16.94, 35.69, 33.14)  0.11
H (-15.34, 36.51, 36.72)  0.10
H (-15.75, 37.93, 35.87)  0.12
C (-15.51, 31.35, 27.69)  -0.18
C (-14.69, 30.48, 28.58)  -0.19
C (-13.28, 30.77, 28.21)  -0.19
O (-13.34, 31.73, 27.14)  -0.14
C (-14.58, 32.41, 27.22)  -0.19
H (-16.39, 31.78, 28.17)  0.09
H (-15.85, 30.78, 26.83)  0.13
H (-15.05, 29.45, 28.57)  0.10
H (-14.90, 30.84, 29.58)  0.09
H (-12.72, 29.95, 27.75)  0.13
H (-12.63, 31.17, 28.98)  0.10
H (-14.72, 32.77, 26.20)  0.14
H (-14.56, 33.17, 28.00)  0.11
C (-12.86, 28.80, 31.12)  -0.17
C (-12.15, 28.16, 32.28)  -0.16
C (-11.42, 26.97, 31.64)  -0.17
O (-12.03, 26.79, 30.35)  -0.12
C (-13.19, 27.59, 30.26)  -0.20
H (-12.23, 29.49, 30.55)  0.10
H (-13.74, 29.37, 31.41)  0.09
H (-12.83, 27.82, 33.06)  0.10
H (-11.44, 28.86, 32.73)  0.08
H (-11.55, 26.04, 32.20)  0.12
H (-10.35, 27.19, 31.61)  0.11
H (-14.03, 27.05, 30.68)  0.11
H (-13.52, 27.88, 29.26)  0.11
O (-19.36, 35.14, 26.76)  -0.29
S (-18.73, 33.85, 26.72)  0.64
O (-18.20, 33.30, 25.46)  -0.29
O (-17.55, 33.82, 27.83)  -0.29
C (-17.83, 34.19, 29.23)  -0.22
C (-16.51, 34.20, 30.01)  -0.06
C (-19.82, 32.60, 27.50)  -0.11
H (-18.51, 33.57, 29.80)  0.10
H (-18.19, 35.22, 29.21)  0.12
H (-16.12, 33.20, 30.14)  0.06
H (-16.61, 34.63, 31.01)  0.07
H (-15.75, 34.77, 29.47)  0.07
H (-20.60, 32.32, 26.80)  0.07
H (-20.31, 32.90, 28.43)  0.06
H (-19.15, 31.78, 27.77)  0.06
O (-18.56, 31.97, 33.02)  -0.32
S (-19.11, 30.86, 32.23)  0.68
O (-19.85, 31.08, 31.01)  -0.29
O (-17.88, 29.74, 31.96)  -0.26
C (-18.21, 28.64, 31.18)  -0.31
C (-17.01, 28.48, 30.25)  -0.05
C (-20.16, 29.93, 33.39)  -0.08
H (-19.15, 28.72, 30.63)  0.12
H (-18.27, 27.70, 31.74)  0.12
H (-16.86, 29.41, 29.71)  0.06
H (-17.08, 27.64, 29.56)  0.09
H (-16.11, 28.30, 30.84)  0.07
H (-19.55, 29.69, 34.26)  0.07
H (-20.47, 29.05, 32.84)  0.07
H (-21.03, 30.54, 33.63)  0.06
O (-10.21, 36.28, 33.55)  -0.31
S (-9.55, 35.87, 32.28)  0.71
O (-8.41, 34.95, 32.23)  -0.30
O (-10.68, 35.22, 31.26)  -0.28
C (-11.98, 35.71, 31.38)  -0.33
C (-12.84, 35.13, 30.32)  -0.05
C (-9.10, 37.35, 31.28)  -0.09
H (-12.05, 36.79, 31.40)  0.12
H (-12.38, 35.37, 32.34)  0.11
H (-12.51, 35.48, 29.34)  0.09
H (-13.88, 35.45, 30.42)  0.07
H (-12.76, 34.04, 30.31)  0.08
H (-8.79, 38.13, 31.96)  0.07
H (-9.97, 37.69, 30.71)  0.06
H (-8.28, 37.06, 30.62)  0.07
O (-7.44, 31.54, 36.25)  -0.30
S (-8.76, 32.17, 36.32)  0.71
O (-10.01, 31.44, 36.71)  -0.33
O (-8.67, 33.56, 37.19)  -0.28
C (-8.16, 33.45, 38.54)  -0.26
C (-8.12, 34.73, 39.35)  -0.07
C (-8.96, 32.97, 34.66)  -0.09
H (-7.11, 33.17, 38.51)  0.12
H (-8.80, 32.72, 39.04)  0.10
H (-7.65, 34.57, 40.32)  0.09
H (-9.08, 35.25, 39.38)  0.07
H (-7.57, 35.55, 38.89)  0.08
H (-9.83, 33.63, 34.57)  0.05
H (-9.01, 32.23, 33.86)  0.06
H (-8.00, 33.48, 34.54)  0.07
O (-12.02, 31.50, 43.26)  -0.31
S (-12.21, 31.72, 41.79)  0.69
O (-12.75, 32.99, 41.34)  -0.31
O (-10.85, 31.44, 40.97)  -0.27
C (-10.10, 30.23, 41.14)  -0.29
C (-9.80, 29.70, 39.82)  -0.07
C (-13.31, 30.34, 41.06)  -0.07
H (-10.66, 29.49, 41.71)  0.11
H (-9.24, 30.40, 41.80)  0.13
H (-10.71, 29.25, 39.43)  0.08
H (-9.04, 28.92, 39.90)  0.10
H (-9.42, 30.43, 39.10)  0.06
H (-14.36, 30.51, 41.30)  0.04
H (-12.85, 29.43, 41.44)  0.06
H (-13.26, 30.32, 39.97)  0.05
O (-10.36, 31.37, 26.13)  -0.29
S (-9.96, 32.46, 27.04)  0.71
O (-10.71, 33.73, 27.16)  -0.32
O (-9.78, 31.86, 28.55)  -0.26
C (-9.52, 32.76, 29.57)  -0.32
C (-9.80, 32.04, 30.84)  -0.05
C (-8.16, 32.83, 26.63)  -0.09
H (-10.19, 33.62, 29.56)  0.10
H (-8.46, 32.97, 29.50)  0.12
H (-10.20, 31.06, 30.58)  0.08
H (-10.54, 32.65, 31.37)  0.06
H (-8.91, 31.83, 31.44)  0.08
H (-8.12, 33.32, 25.66)  0.06
H (-7.68, 31.87, 26.45)  0.06
H (-7.65, 33.30, 27.47)  0.05
O (-22.67, 32.11, 34.91)  -0.31
S (-22.56, 33.55, 35.14)  0.69
O (-23.68, 34.32, 35.69)  -0.29
O (-21.16, 33.76, 36.02)  -0.29
C (-19.96, 33.12, 35.52)  -0.26
C (-19.26, 32.25, 36.54)  -0.06
C (-22.07, 34.30, 33.53)  -0.09
H (-19.27, 33.87, 35.15)  0.12
H (-20.20, 32.53, 34.63)  0.06
H (-19.87, 31.60, 37.16)  0.09
H (-18.73, 32.92, 37.21)  0.04
H (-18.54, 31.57, 36.08)  0.07
H (-21.55, 35.24, 33.72)  0.07
H (-23.01, 34.46, 33.01)  0.07
H (-21.35, 33.68, 33.00)  0.06
O (-8.95, 27.04, 33.85)  -0.28
S (-9.32, 28.09, 34.80)  0.69
O (-9.58, 29.44, 34.35)  -0.31
O (-10.65, 27.54, 35.67)  -0.24
C (-11.42, 28.48, 36.39)  -0.29
C (-12.56, 27.79, 37.24)  -0.02
C (-7.99, 28.19, 36.15)  -0.07
H (-11.89, 29.20, 35.72)  0.08
H (-10.95, 29.16, 37.09)  0.08
H (-13.06, 28.44, 37.95)  0.07
H (-12.04, 26.98, 37.75)  0.08
H (-13.29, 27.42, 36.52)  0.06
H (-7.39, 29.07, 35.93)  0.04
H (-7.51, 27.24, 36.40)  0.07
H (-8.49, 28.46, 37.08)  0.04
O (-15.94, 28.19, 39.76)  -0.32
S (-17.13, 28.98, 40.12)  0.73
O (-18.41, 28.38, 40.54)  -0.31
O (-16.80, 30.08, 41.35)  -0.29
C (-17.84, 30.77, 41.98)  -0.29
C (-17.28, 32.07, 42.60)  -0.04
C (-17.43, 30.15, 38.65)  -0.09
H (-18.37, 30.18, 42.73)  0.12
H (-18.58, 31.08, 41.24)  0.09
H (-17.01, 32.67, 41.73)  0.05
H (-16.37, 31.82, 43.16)  0.08
H (-17.95, 32.67, 43.22)  0.09
H (-16.50, 30.28, 38.11)  0.04
H (-17.81, 31.13, 38.92)  0.04
H (-18.20, 29.65, 38.06)  0.06
O (-18.22, 34.85, 41.19)  -0.31
S (-19.26, 34.42, 40.25)  0.72
O (-19.52, 33.01, 39.98)  -0.31
O (-20.72, 35.15, 40.76)  -0.26
C (-21.96, 34.50, 40.35)  -0.23
C (-22.15, 34.21, 38.82)  -0.08
C (-18.95, 35.28, 38.62)  -0.08
H (-22.79, 35.13, 40.69)  0.12
H (-22.05, 33.57, 40.92)  0.11
H (-23.13, 33.77, 38.65)  0.09
H (-21.43, 33.44, 38.52)  0.04
H (-21.91, 35.11, 38.26)  0.07
H (-18.88, 36.34, 38.84)  0.07
H (-19.79, 35.15, 37.93)  0.04
H (-17.99, 34.99, 38.20)  0.04
O (-16.42, 33.26, 37.63)  -0.31
S (-15.21, 33.35, 38.45)  0.65
O (-14.74, 32.21, 39.22)  -0.29
O (-14.02, 33.88, 37.51)  -0.27
C (-12.69, 33.67, 37.97)  -0.25
C (-11.79, 34.55, 37.07)  -0.03
C (-15.33, 34.85, 39.61)  -0.04
H (-12.36, 32.64, 37.84)  0.10
H (-12.52, 33.93, 39.02)  0.10
H (-11.87, 34.30, 36.01)  0.07
H (-10.77, 34.54, 37.45)  0.06
H (-12.07, 35.60, 37.15)  0.08
H (-16.18, 34.62, 40.26)  0.03
H (-15.38, 35.77, 39.04)  0.06
H (-14.40, 34.81, 40.18)  0.05
F (-14.23, 32.06, 31.49)  0.05
C (-14.11, 31.82, 32.81)  -0.28
C (-15.16, 31.80, 33.69)  -0.02
C (-14.95, 31.56, 35.04)  -0.07
C (-13.66, 31.31, 35.50)  -0.07
C (-12.56, 31.46, 34.64)  -0.06
C (-12.84, 31.62, 33.31)  -0.01
H (-16.15, 31.95, 33.29)  0.09
H (-15.80, 31.50, 35.71)  0.09
H (-13.46, 31.14, 36.55)  0.10
H (-11.53, 31.34, 34.94)  0.07
H (-12.01, 31.57, 32.63)  0.10

***

Computed values of total energy (unit: eV) for the preceding records, in sequence: -145387.309 -256713.897.
Computed values of M (unit: u) for the preceding records, in sequence: 1291.53 1750.30.
Computed values of frontier orbital gap (unit: eV) for the preceding records, in sequence: 8.7 9.0.